Entry 1:
DFT (ωB97M-V/def2-TZVPD) results for one molecule with the formula C2H2N2.

Each line ends with the Löwdin spin population.
Element x y z (Å)
C -0.590604 0.249933 -0.854288  0.381
C 0.264590 -0.629148 -0.146896  0.597
N -0.910799 -1.151016 -0.857500  0.356
N 0.293069 -0.697493 -1.583895  0.214
H -0.704319 1.262902 -0.834267  0.058
H 1.058879 -1.039837 0.788157  0.395

Atomic forces in eV per Å
-3.4 -2.3 -1.6
5.1 -1.7 1.2
-4.3 2.2 -1.8
2.6 -0.9 1.8
-1.0 2.6 0.1
1.1 0.1 0.2

Strongest force on any atom, Eh/bohr: 0.106
Gap between HOMO and LUMO (alpha / beta), hartree: 0.1726 / 0.2939
Energy, eV: -5073.81236
Charge: 0
E_HOMO (alpha / beta), eV: -3.9 / -13.0
⟨S²⟩: 2.01
Energy above the lowest of the compared OMol25 structures with the same formula, charge and spin, kcal per mole: 170.7
Multiplicity: 3

***

Entry 2:
DFT (ωB97M-V/def2-TZVPD) results for an isolated ion of composition C3H10NOS and charge +1.

Each line ends with the Mulliken charge.
Element x y z (Å)
C -0.800350 0.211024 -1.713146  -0.928
C -0.440329 -0.410681 1.320946  -0.687
C 0.388803 0.562417 0.487227  0.067
N 0.439584 0.008014 -0.946461  -0.292
O -0.118323 -1.752298 0.773967  -0.559
S 2.107407 0.816630 1.061091  -0.196
H -1.562852 -0.406145 -1.246080  0.348
H -1.057085 1.197485 -1.723881  0.416
H -0.542540 -0.263651 -2.719862  0.360
H -0.183838 -0.416733 2.359744  0.466
H -1.482973 -0.363656 1.160620  0.337
H -0.240346 1.538692 0.298557  0.313
H 1.215036 0.464298 -1.450452  0.373
H 0.548383 -1.032614 -0.969286  0.405
H -0.263308 -2.231887 1.632414  0.351
H 1.992732 2.079105 1.674603  0.226

Atomic forces in eV per Å
0.8 -3.7 -1.4
1.2 -1.7 -1.8
-1.5 1.9 -0.8
0.6 -0.3 0.3
-0.3 0.4 2.7
-0.3 1.0 0.4
-0.2 0.1 -0.1
-0.7 2.6 -0.4
-0.9 1.1 1.1
0.1 0.6 0.5
-1.2 0.9 0.1
1.6 -1.5 0.9
-0.1 -0.3 0.4
0.6 0.8 0.7
0.5 -0.5 -1.8
-0.2 -1.3 -0.8

Strongest force on any atom, Eh/bohr: 0.079
Gap between HOMO and LUMO, hartree: 0.3929
Energy, eV: -17638.24067
Charge: +1
Structure (SMILES): C[NH2+][C@H](S)CO
E_HOMO, eV: -14.0
Energy above the lowest of the compared OMol25 structures with the same formula, charge and spin, kcal per mole: 28.1